Version A
{"formula": "C2H3N3O", "method": "ωB97M-V with the def2-TZVPD basis set", "homo_lumo_gap_ev": 10.125, "charge": 0, "smiles": "Oc1cn[nH]n1", "lumo_ev": 0.51, "species": ["O", "C", "C", "N", "N", "N", "H", "H", "H"], "coordinates": [[-1.92404, -0.19306, -0.43059], [-0.68000, -0.20841, 0.08134], [0.11737, 0.92575, -0.31711], [1.36893, 0.74093, -0.11100], [1.53700, -0.33732, 0.61503], [-0.00325, -1.04922, 0.77921], [-2.48896, -0.95254, -0.24857], [-0.26440, 1.89380, -0.56557], [2.35970, -0.83762, 0.22394]]}

***

Version B
{"formula": "C2H3N3O", "method": "ωB97M-V with the def2-TZVPD basis set", "homo_lumo_gap_ev": 8.823, "charge": 0, "smiles": "O[C@@]12CN1N=N2", "lumo_ev": -0.07, "species": ["O", "C", "C", "N", "N", "N", "H", "H", "H"], "coordinates": [[1.63323, 0.29892, 0.38564], [0.45780, 0.13632, -0.18403], [-0.37141, -1.01769, -0.07103], [-1.10517, 0.06495, 0.70737], [-1.28754, 1.14881, -0.15454], [-0.21827, 1.28073, -0.81155], [1.80851, 1.25148, 0.48237], [-0.91252, -1.37308, -0.94716], [-0.00464, -1.79044, 0.59293]]}

***

Name the least stable of them. version B.

***

Version A
{"formula": "C2H3N3O", "method": "ωB97M-V with the def2-TZVPD basis set", "homo_lumo_gap_ev": 9.348, "charge": 0, "smiles": "Nc1conn1", "lumo_ev": 0.43, "species": ["N", "C", "C", "O", "N", "N", "H", "H", "H"], "coordinates": [[2.06138, 0.08390, -0.15789], [0.66028, 0.17911, 0.05925], [-0.43982, 1.13139, -0.00148], [-1.58131, 0.47094, -0.02711], [-1.20665, -0.99054, 0.02934], [0.09537, -1.05664, -0.02917], [2.13236, -0.80335, 0.50702], [2.89072, 0.64388, 0.32271], [-0.34612, 2.27186, 0.14459]]}

***

Version B
{"formula": "C2H3N3O", "method": "ωB97M-V with the def2-TZVPD basis set", "homo_lumo_gap_ev": 10.345, "charge": 0, "smiles": "Oc1cn[nH]n1", "lumo_ev": 0.92, "species": ["O", "C", "C", "N", "N", "N", "H", "H", "H"], "coordinates": [[-1.97994, -0.21718, -0.23651], [-0.64716, -0.11833, -0.08520], [0.07928, 1.07835, -0.22375], [1.35635, 0.80885, -0.00823], [1.37082, -0.48976, 0.21296], [0.18067, -1.10452, 0.21460], [-2.27155, -1.12199, -0.06736], [-0.27571, 2.07369, -0.43552], [2.18725, -0.90911, 0.62901]]}

***

Name the least stable of them. version A.

***

Version A
{"formula": "C2H3N3O", "method": "ωB97M-V with the def2-TZVPD basis set", "homo_lumo_gap_ev": [8.915, 8.913], "charge": 0, "lumo_ev": [0.11, 0.11], "species": ["C", "C", "O", "N", "N", "N", "H", "H", "H"], "coordinates": [[-0.57745, 0.66715, -0.50943], [-0.26729, -0.38192, 0.28821], [-1.14182, -1.27591, 0.79792], [1.96202, -0.10569, 0.16554], [1.01550, -0.78519, 0.54448], [2.59474, 0.42009, -0.61978], [-2.04214, -0.95612, 0.67687], [0.07382, 1.50815, -0.67963], [-1.61738, 0.90942, -0.66418]]}

***

Version B
{"formula": "C2H3N3O", "method": "ωB97M-V with the def2-TZVPD basis set", "homo_lumo_gap_ev": 11.845, "charge": 0, "smiles": "Cc1nnno1", "lumo_ev": 0.61, "species": ["C", "C", "N", "N", "N", "O", "H", "H", "H"], "coordinates": [[-1.33540, 0.03858, -0.00497], [0.16967, 0.14810, 0.03075], [1.03197, 1.08861, -0.01833], [2.26879, 0.53036, 0.07084], [2.15618, -0.70486, -0.04929], [0.75872, -0.98704, 0.03700], [-1.88835, 0.04710, 1.15071], [-1.59354, 0.85139, -0.74630], [-1.56804, -1.01224, -0.47040]]}

***

Name the least stable of them. version A.

***

Version A
{"formula": "C2H3N3O", "method": "ωB97M-V with the def2-TZVPD basis set", "homo_lumo_gap_ev": 10.652, "charge": 0, "smiles": "[H]/N=C(/C#N)NO", "lumo_ev": -0.01, "species": ["H", "N", "C", "C", "N", "N", "O", "H", "H"], "coordinates": [[-1.08290, -1.26930, -0.64965], [-0.01319, -1.38186, -0.44048], [0.40930, -0.32364, 0.07252], [1.61147, -0.62460, 0.68737], [2.76246, -0.58468, 1.00060], [-0.42869, 0.77411, 0.39262], [-1.27723, 0.73874, -0.83327], [0.19053, 1.49303, 0.13156], [-2.17175, 1.17820, -0.36126]]}

***

Version B
{"formula": "C2H3N3O", "method": "ωB97M-V with the def2-TZVPD basis set", "homo_lumo_gap_ev": 9.831, "charge": 0, "smiles": "[H]/N=N/[C@@H]1N=C1O", "lumo_ev": 0.36, "species": ["H", "N", "N", "C", "N", "C", "O", "H", "H"], "coordinates": [[2.82450, -0.64927, -0.04124], [1.86668, -0.52231, 0.31512], [1.43176, 0.48850, -0.25715], [0.06387, 0.79094, 0.10437], [-0.66360, -0.10478, 1.18634], [-0.99312, -0.13695, -0.02424], [-1.89441, -0.58272, -0.87792], [-0.13611, 1.86293, -0.02985], [-2.49956, -1.14634, -0.37542]]}

***

Name the least stable of them. version A.

***

Version A
{"formula": "C17H19NO", "method": "ωB97M-V with the def2-TZVPD basis set", "homo_lumo_gap_ev": 8.578, "charge": 0, "smiles": "Cc1c[nH]c2ccccc12.CCc1ccc(O)cc1", "lumo_ev": 0.81, "species": ["C", "C", "C", "N", "C", "C", "C", "C", "C", "C", "H", "H", "H", "H", "H", "H", "H", "H", "H", "C", "C", "C", "C", "C", "C", "O", "C", "C", "H", "H", "H", "H", "H", "H", "H", "H", "H", "H"], "coordinates": [[1.37375, -3.09128, -2.51555], [1.99191, -3.04940, -1.16858], [2.56700, -4.08807, -0.49282], [2.96729, -3.58148, 0.77380], [2.58016, -2.25658, 0.87944], [2.55037, -1.48294, 2.15597], [1.90155, -0.22061, 1.97115], [1.42305, 0.17739, 0.67578], [1.28999, -0.65981, -0.42235], [1.87781, -1.87565, -0.29996], [0.23518, -2.86617, -2.66218], [1.30184, -4.05782, -3.01477], [1.98785, -2.34541, -3.11313], [2.75494, -5.09032, -0.82166], [3.47218, -3.99553, 1.59900], [2.97357, -1.72794, 3.08040], [1.70504, 0.28894, 2.90436], [0.95220, 1.09339, 0.48419], [0.74824, -0.42202, -1.44740], [-3.59076, 1.96952, -1.95971], [-2.70618, 0.83868, -1.26602], [-1.95148, 1.63831, -0.35849], [-2.32113, 1.45112, 0.99729], [-1.90966, 2.25249, 2.04595], [-0.80501, 2.99630, 1.72847], [-0.20221, 3.85160, 2.71691], [-0.22460, 3.00297, 0.47940], [-0.74389, 2.30785, -0.55574], [-3.14423, 2.96112, -1.92587], [-4.56084, 1.90809, -1.37585], [-3.80074, 1.67037, -2.84308], [-3.38317, 0.12037, -0.82421], [-2.07235, 0.07423, -1.95682], [-2.80141, 0.49148, 1.12303], [-2.29206, 2.24189, 3.07648], [-0.48502, 3.31902, 3.48279], [0.64177, 3.70623, 0.39139], [-0.30095, 2.44967, -1.54159]]}

***

Version B
{"formula": "C17H19NO", "method": "ωB97M-V with the def2-TZVPD basis set", "homo_lumo_gap_ev": 8.563, "charge": 0, "smiles": "Cc1c[nH]c2ccccc12.CCc1ccc(O)cc1", "lumo_ev": 0.82, "species": ["C", "C", "C", "N", "C", "C", "C", "C", "C", "C", "H", "H", "H", "H", "H", "H", "H", "H", "H", "C", "C", "C", "C", "C", "C", "O", "C", "C", "H", "H", "H", "H", "H", "H", "H", "H", "H", "H"], "coordinates": [[2.23010, -3.65944, 1.70830], [2.92424, -2.62382, 0.86001], [4.22723, -2.14931, 0.79859], [4.32031, -0.78746, 0.22073], [2.98739, -0.58174, -0.28201], [2.53095, 0.50299, -1.00806], [1.33476, 0.24689, -1.72858], [0.70095, -1.01004, -1.46933], [0.93213, -1.96592, -0.55532], [2.23482, -1.72865, -0.00584], [1.80491, -4.39327, 1.06548], [1.49288, -3.05193, 2.25601], [3.07840, -4.26803, 2.13383], [5.09607, -2.41529, 1.34757], [5.06334, -0.15180, 0.01810], [2.94319, 1.52578, -1.10103], [0.99418, 0.82591, -2.59292], [-0.27391, -1.15883, -2.02717], [0.33165, -2.77527, -0.21394], [-1.86043, 4.04904, 1.02974], [-1.63225, 2.65058, 1.44933], [-2.21740, 1.67279, 0.50335], [-1.82080, 1.76231, -0.81591], [-2.18031, 0.79574, -1.76278], [-3.02469, -0.26785, -1.39786], [-3.27952, -1.15944, -2.39839], [-3.56876, -0.25921, -0.14697], [-3.17127, 0.74653, 0.84259], [-1.49602, 4.67762, 1.90466], [-2.78412, 4.41123, 0.90934], [-1.16507, 4.38449, 0.27745], [-0.57061, 2.39222, 1.32200], [-1.74957, 2.51929, 2.50352], [-1.08355, 2.60114, -1.24616], [-1.54500, 0.82112, -2.62206], [-3.87600, -1.85001, -2.00158], [-4.20532, -0.98463, 0.44993], [-3.72290, 0.65626, 1.77540]]}

***

Name the least stable of them. version A.

***

Version A
{"formula": "C5H11NO", "method": "ωB97M-V with the def2-TZVPD basis set", "homo_lumo_gap_ev": 8.527, "charge": 0, "smiles": "C=C/C(C)=C/N.O", "lumo_ev": 0.83, "species": ["C", "C", "C", "C", "C", "N", "H", "H", "H", "H", "H", "H", "H", "H", "H", "O", "H", "H"], "coordinates": [[1.90139, 2.11922, 0.40305], [1.50259, 0.86013, 0.55465], [0.10364, 0.39186, 0.41941], [-0.27547, -0.76056, 1.30239], [-0.77045, 0.93625, -0.43006], [-1.99903, 0.40378, -0.80542], [1.30847, 2.87498, -0.09720], [2.91017, 2.40147, 0.65553], [2.18763, 0.10683, 0.93162], [0.48457, -1.54507, 1.30989], [-1.22321, -1.28328, 1.14680], [-0.30094, -0.42930, 2.34387], [-0.57325, 1.84431, -0.99070], [-2.45578, -0.21116, -0.15487], [-2.57278, 1.10662, -1.23846], [-0.20646, -3.30811, -1.65154], [-0.09913, -2.48036, -1.16590], [0.07806, -3.02760, -2.53305]]}

***

Version B
{"formula": "C5H11NO", "method": "ωB97M-V with the def2-TZVPD basis set", "homo_lumo_gap_ev": 10.502, "charge": 0, "lumo_ev": 0.89, "species": ["C", "C", "C", "N", "C", "C", "O", "H", "H", "H", "H", "H", "H", "H", "H", "H", "H", "H"], "coordinates": [[-1.01290, 1.04584, -0.68975], [0.43465, 0.59759, -0.59784], [1.32251, 1.60945, 0.13111], [0.59702, -0.75274, 0.09712], [-0.47633, -1.31720, 1.29040], [0.10292, -1.84064, -0.58263], [-0.78700, -1.83937, -1.40196], [-1.40392, 1.16152, 0.32454], [-1.10781, 2.00703, -1.20468], [-1.59672, 0.29073, -1.21942], [0.83064, 0.53068, -1.63523], [2.38652, 1.36554, 0.03183], [1.17205, 2.62683, -0.25481], [1.06776, 1.60756, 1.19376], [0.05553, -1.14266, 2.20714], [-1.43968, -0.81406, 1.20658], [-0.77818, -2.40005, 1.33329], [0.63293, -2.73605, -0.22946]]}

***

Version C
{"formula": "C5H11NO", "method": "ωB97M-V with the def2-TZVPD basis set", "homo_lumo_gap_ev": 9.520, "charge": 0, "smiles": "C=C/C=C/CN.O", "lumo_ev": 0.71, "species": ["C", "C", "C", "C", "C", "N", "H", "H", "H", "H", "H", "H", "H", "H", "H", "O", "H", "H"], "coordinates": [[-2.87474, -0.82416, -1.09239], [-1.60078, -0.88747, -0.74332], [-0.58629, 0.17163, -0.94669], [0.01337, 0.76004, 0.09017], [1.07420, 1.81432, 0.00751], [2.41669, 1.24263, -0.38073], [-3.50035, -1.66992, -0.88897], [-3.32622, 0.05532, -1.54799], [-1.25441, -1.81138, -0.31795], [-0.29635, 0.44162, -1.95973], [-0.31374, 0.38453, 1.05141], [0.82974, 2.60838, -0.70161], [1.26422, 2.25083, 0.98604], [2.47445, 0.29088, -0.02552], [2.43170, 1.16360, -1.38807], [1.31919, -1.88590, 2.34306], [0.51007, -1.43900, 2.59844], [1.41924, -2.66595, 2.91633]]}

***

Version D
{"formula": "C5H11NO", "method": "ωB97M-V with the def2-TZVPD basis set", "homo_lumo_gap_ev": 7.041, "charge": 0, "lumo_ev": 0.93, "species": ["C", "C", "N", "C", "C", "O", "C", "H", "H", "H", "H", "H", "H", "H", "H", "H", "H", "H"], "coordinates": [[0.02576, -1.73652, -1.50172], [0.92592, -1.02887, 1.29357], [0.31659, 0.06557, 0.78561], [-0.41560, 0.90535, 1.74088], [0.23265, 0.38679, -0.49917], [0.74989, -0.50722, -1.39313], [-0.40713, 1.61775, -1.05962], [0.50508, -2.53628, -0.92818], [0.00884, -2.00624, -2.56011], [-1.00256, -1.61861, -1.13943], [1.60606, -1.57548, 0.65997], [0.92616, -1.14993, 2.36517], [-0.02167, 0.71752, 2.73829], [-0.27678, 1.95964, 1.50368], [-1.48234, 0.66929, 1.71159], [-0.01667, 1.74460, -2.07304], [-0.16921, 2.53231, -0.50387], [-1.50498, 1.56033, -1.14048]]}

***

Name the least stable of them. version D.

***

Version A
{"formula": "C6H14N2O2", "method": "ωB97M-V with the def2-TZVPD basis set", "homo_lumo_gap_ev": 9.470, "charge": 0, "smiles": "CNC(C)=O.CNC(C)=O", "lumo_ev": 0.55, "species": ["C", "N", "C", "C", "O", "H", "H", "H", "H", "H", "H", "H", "C", "N", "C", "C", "O", "H", "H", "H", "H", "H", "H", "H"], "coordinates": [[-2.41245, 1.20504, 0.12806], [-2.20995, 0.08699, 1.07056], [-0.98987, -0.12884, 1.65415], [-1.01954, -0.84484, 3.00495], [0.02662, 0.31160, 1.15312], [-2.46392, 2.11273, 0.72307], [-1.69069, 1.21986, -0.68280], [-3.34745, 0.98605, -0.38835], [-3.08325, -0.28387, 1.40510], [-0.15131, -1.49296, 3.07661], [-0.80968, -0.04826, 3.72240], [-1.98742, -1.30034, 3.16080], [1.13374, 1.21994, -2.65203], [1.25823, 0.39321, -1.47407], [2.22444, -0.58573, -1.45508], [2.10607, -1.57149, -0.32560], [3.08321, -0.61170, -2.31961], [1.10873, 0.52713, -3.50065], [0.26380, 1.86600, -2.60581], [1.99632, 1.84224, -2.89677], [0.55208, 0.43913, -0.76491], [1.10615, -1.88196, -0.06158], [2.76719, -2.41341, -0.50620], [2.53893, -1.04651, 0.53467]]}

***

Version B
{"formula": "C6H14N2O2", "method": "ωB97M-V with the def2-TZVPD basis set", "homo_lumo_gap_ev": 8.765, "charge": 0, "smiles": "CN(C)CC(C)(C)[N+](=O)[O-]", "lumo_ev": 0.62, "species": ["C", "N", "C", "C", "C", "C", "C", "N", "O", "O", "H", "H", "H", "H", "H", "H", "H", "H", "H", "H", "H", "H", "H", "H"], "coordinates": [[0.90592, -2.35213, -0.60950], [1.00316, -1.17886, 0.22899], [1.52678, -1.46691, 1.56756], [0.76865, 0.06057, -0.26428], [-0.73296, 1.05328, -0.34244], [-0.41629, 2.49636, -0.75214], [-2.02676, 0.45951, -0.88963], [-0.83831, 1.04211, 1.11803], [-1.59327, 0.19044, 1.64042], [-0.26331, 1.98798, 1.73634], [1.04276, -3.21713, 0.04142], [-0.06011, -2.43305, -1.12300], [1.71562, -2.39658, -1.35691], [1.46612, -2.56031, 1.69201], [2.59455, -1.17850, 1.63009], [0.94465, -0.95060, 2.34620], [1.24431, 0.76253, 0.42402], [0.76017, 0.13252, -1.34948], [-0.63762, 2.75651, -1.79148], [-0.89701, 3.29110, -0.17284], [0.65346, 2.68866, -0.64912], [-2.22792, 0.67288, -1.95068], [-1.98910, -0.62687, -0.80807], [-2.94350, 0.76648, -0.36550]]}

***

Name the least stable of them. version B.